# C30H78F6O15

A cluster of 13 separate species, C30H78F6O15 in total at a distorted geometry (ωB97M-V with the def2-TZVPD basis set, OMol25).

The calculated total energy comes out at -79384.5251 eV. The calculation puts the lowest unoccupied orbital energy at 3.78 eV. As for the total charge: -2. As for the HOMO-LUMO gap: 0.201 hartree. The value obtained for the HOMO energy is -1.69 eV.

Cartesian coordinates (Å):
C  -0.101  -4.682  3.183
O  -0.025  -5.630  2.056
O  1.267  -4.484  3.465
C  -0.980  -3.443  2.996
F  -0.684  -2.939  1.802
F  -2.343  -3.559  3.132
F  -0.570  -2.518  3.956
C  -1.217  -5.897  1.358
C  -0.707  -6.850  0.236
H  -0.154  -6.107  -0.337
H  -0.062  -7.623  0.653
H  -1.503  -7.260  -0.386
H  -1.682  -5.053  0.847
H  -1.962  -6.426  1.952
H  -0.586  -5.244  3.980
C  -1.393  1.364  -1.218
O  -1.142  1.786  0.163
O  -2.715  1.773  -1.520
C  -0.215  1.567  -2.179
F  0.851  0.805  -1.835
F  -0.577  1.103  -3.360
F  0.223  2.780  -2.307
C  -0.246  0.888  0.930
C  -0.183  1.259  2.413
H  0.446  0.518  2.905
H  0.150  2.278  2.612
H  -1.195  0.988  2.713
H  0.788  0.920  0.585
H  -0.466  -0.177  0.854
H  -1.499  0.279  -1.197
C  3.182  -1.688  -0.085
C  2.277  -2.808  0.506
O  3.070  -4.010  0.728
H  3.546  -2.052  -1.046
H  4.000  -1.335  0.542
H  2.690  -0.847  -0.573
H  1.525  -2.876  -0.280
H  1.856  -2.448  1.445
H  3.536  -4.134  -0.102
C  -0.861  0.035  6.573
C  0.530  -0.428  6.233
O  1.471  0.355  6.915
H  -1.063  1.068  6.288
H  -1.036  -0.148  7.633
H  -1.539  -0.583  5.984
H  0.797  -0.379  5.177
H  0.651  -1.502  6.377
H  1.891  0.965  6.304
C  3.353  -0.826  3.612
C  3.950  -2.163  4.163
O  4.191  -3.059  3.099
H  2.409  -1.051  3.114
H  4.005  -0.269  2.939
H  3.032  -0.301  4.512
H  3.238  -2.583  4.873
H  4.773  -2.042  4.867
H  4.974  -2.594  2.796
C  -2.645  -2.461  -1.305
C  -3.104  -3.234  -2.458
O  -2.278  -4.387  -2.541
H  -3.110  -2.858  -0.403
H  -2.983  -1.430  -1.408
H  -1.593  -2.273  -1.092
H  -2.880  -2.621  -3.331
H  -4.170  -3.462  -2.462
H  -2.797  -5.190  -2.445
C  3.311  2.229  0.740
C  4.652  2.816  0.383
O  5.522  2.790  1.500
H  2.601  2.403  -0.068
H  2.940  2.689  1.656
H  3.356  1.168  0.990
H  4.563  3.794  -0.089
H  5.188  2.103  -0.242
H  6.324  3.148  1.113
C  3.544  2.174  -3.309
C  3.659  0.634  -3.247
O  4.534  0.068  -4.277
H  2.947  2.491  -2.454
H  3.061  2.532  -4.219
H  4.435  2.779  -3.141
H  2.688  0.199  -3.486
H  4.095  0.271  -2.316
H  3.981  -0.494  -4.824
C  -3.281  3.935  3.300
C  -2.910  4.383  1.898
O  -3.207  3.415  0.954
H  -2.998  2.919  3.573
H  -4.366  4.010  3.373
H  -2.722  4.575  3.983
H  -1.825  4.481  1.922
H  -3.313  5.337  1.558
H  -2.391  2.983  0.691
C  -3.559  1.923  -4.880
C  -4.886  1.182  -4.926
O  -5.370  1.015  -3.639
H  -3.777  2.905  -4.461
H  -3.018  2.103  -5.809
H  -2.826  1.358  -4.304
H  -4.798  0.256  -5.493
H  -5.620  1.751  -5.496
H  -5.977  0.273  -3.701
C  3.385  5.956  -2.679
C  2.240  6.362  -1.735
O  1.738  5.165  -1.102
H  2.857  5.321  -3.391
H  4.177  5.346  -2.246
H  3.810  6.859  -3.117
H  1.423  6.775  -2.327
H  2.533  7.122  -1.012
H  0.989  4.804  -1.581
C  -0.059  0.257  -6.102
C  -0.648  -1.051  -5.555
O  0.166  -1.926  -6.222
H  -0.637  1.087  -5.696
H  -0.102  0.490  -7.166
H  0.997  0.423  -5.890
H  -1.676  -1.170  -5.899
H  -0.509  -1.178  -4.481
H  -0.223  -2.795  -6.098
C  -4.905  -1.459  1.729
C  -4.066  -0.151  1.630
O  -4.928  0.847  1.319
H  -5.728  -1.277  2.420
H  -4.239  -2.213  2.149
H  -5.363  -1.854  0.822
H  -3.328  -0.145  0.828
H  -3.380  -0.015  2.466
H  -5.489  1.027  2.077

---

# C30H78N2O10

A cluster of 8 separate species, C30H78N2O10 in total at a distorted geometry (ωB97M-V with the def2-TZVPD basis set, OMol25).

The calculated total energy comes out at -55822.6487 eV. The calculation puts the lowest unoccupied orbital energy at 0.33 eV. As for the HOMO-LUMO gap: 0.309 hartree. The SMILES is COCCNCCOC.COCCNCCOC.CC(C)O.CC(C)O.CC(C)O.CC(C)O.CC(C)O.CC(C)O. The value obtained for the HOMO energy is -8.07 eV.

Cartesian coordinates (Å):
C  17.756  29.381  10.989
O  17.544  28.049  11.600
C  17.816  28.168  12.992
C  17.601  26.819  13.743
N  17.919  27.057  15.112
C  17.630  25.864  15.937
C  18.163  26.030  17.432
O  17.367  25.181  18.212
C  16.701  25.742  19.276
H  17.159  30.247  11.351
H  17.576  29.368  9.909
H  18.770  29.733  11.058
H  17.220  28.956  13.505
H  18.822  28.407  13.173
H  18.214  26.045  13.287
H  16.531  26.455  13.621
H  18.915  27.277  15.129
H  18.141  24.990  15.475
H  16.612  25.436  15.827
H  18.015  27.032  17.738
H  19.226  25.736  17.438
H  15.963  26.499  18.808
H  17.319  26.283  20.014
H  16.214  24.914  19.729
C  15.170  25.758  11.110
O  15.778  24.682  11.642
C  17.048  24.440  11.122
C  17.617  23.494  12.142
N  18.844  22.868  11.666
C  19.362  21.768  12.409
C  20.384  20.932  11.779
O  20.399  19.689  12.375
C  20.923  19.738  13.688
H  14.151  25.845  11.402
H  15.297  25.932  10.060
H  15.601  26.698  11.476
H  17.719  25.313  11.210
H  16.941  23.984  10.162
H  16.861  22.798  12.402
H  17.842  24.045  13.025
H  19.481  23.576  11.358
H  18.542  21.079  12.631
H  19.727  22.158  13.371
H  21.332  21.340  11.672
H  20.100  20.592  10.817
H  20.489  20.458  14.333
H  22.019  19.946  13.657
H  20.927  18.724  14.224
C  22.811  21.884  18.479
C  23.045  22.349  17.039
C  22.856  21.171  16.193
O  22.280  23.405  16.626
H  23.248  22.529  19.250
H  22.994  20.816  18.687
H  21.706  22.041  18.633
H  24.061  22.619  16.937
H  23.812  20.663  16.023
H  22.584  21.504  15.208
H  22.089  20.502  16.542
H  22.520  23.772  15.805
C  21.053  27.079  9.023
C  19.697  26.667  9.633
C  18.438  26.778  8.767
O  19.860  25.284  9.879
H  21.901  26.670  9.644
H  21.157  28.127  8.850
H  21.092  26.656  8.066
H  19.574  27.080  10.647
H  18.265  27.761  8.363
H  17.616  26.526  9.369
H  18.447  26.142  7.848
H  20.153  24.817  9.075
C  24.111  24.830  8.705
C  23.029  23.705  8.576
C  22.391  23.312  9.922
O  22.021  24.306  7.879
H  23.584  25.765  8.890
H  24.740  24.912  7.799
H  24.849  24.592  9.508
H  23.498  22.858  8.154
H  23.068  23.160  10.712
H  21.868  22.382  9.744
H  21.770  24.061  10.321
H  21.342  23.642  7.629
C  25.563  22.986  11.964
C  25.200  21.756  12.761
C  25.507  21.929  14.166
O  23.884  21.613  12.486
H  26.695  23.112  11.916
H  25.156  23.946  12.276
H  25.229  22.829  10.979
H  25.794  20.950  12.352
H  25.570  20.872  14.627
H  24.856  22.554  14.730
H  26.589  22.034  14.359
H  23.753  20.666  12.207
C  20.533  24.485  14.321
C  21.698  24.298  13.247
C  22.250  25.587  12.556
O  22.826  23.822  13.961
H  19.570  24.470  13.765
H  20.704  25.308  15.026
H  20.483  23.604  14.929
H  21.424  23.463  12.590
H  22.972  25.255  11.795
H  22.754  26.125  13.329
H  21.560  26.244  12.141
H  23.319  23.329  13.353
C  18.984  22.269  16.728
C  17.821  22.301  15.736
C  17.363  20.970  15.173
O  16.598  22.843  16.251
H  18.504  21.785  17.518
H  19.121  23.247  17.083
H  19.864  21.822  16.301
H  17.988  22.850  14.821
H  18.212  20.420  14.746
H  16.714  21.176  14.316
H  16.836  20.336  15.891
H  16.482  22.510  17.152

---

# C30H79N16O15

A cluster of 16 separate species, C30H79N16O15 in total at a distorted geometry (ωB97M-V with the def2-TZVPD basis set, OMol25).

The calculated total energy comes out at -86948.6308 eV. The calculation puts the lowest unoccupied orbital energy at -2.34 eV. As for the total charge: +1. As for the HOMO-LUMO gap: 0.296 hartree. The value obtained for the HOMO energy is -10.40 eV.

Cartesian coordinates (Å):
N  -0.303  -0.014  0.162
H  -1.258  0.306  0.238
H  0.021  0.825  -0.299
H  -0.317  -0.775  -0.502
H  0.146  -0.156  1.055
O  -1.480  -6.530  -1.926
C  -0.460  -6.795  -2.470
N  -0.077  -8.070  -2.492
C  0.414  -5.760  -3.201
H  -0.730  -8.568  -1.905
H  0.903  -8.207  -2.696
H  1.427  -6.148  -3.301
H  0.478  -4.932  -2.494
H  -0.069  -5.567  -4.159
O  -5.102  -3.289  -0.953
C  -4.195  -4.080  -1.016
N  -4.044  -4.912  -2.006
C  -3.189  -4.095  0.177
H  -3.378  -5.651  -1.830
H  -4.729  -5.062  -2.733
H  -3.125  -3.114  0.648
H  -2.189  -4.406  -0.127
H  -3.468  -4.846  0.916
O  3.077  -2.860  3.361
C  3.494  -1.717  3.296
N  2.726  -0.689  3.465
C  5.010  -1.543  3.005
H  1.735  -0.716  3.657
H  3.193  0.206  3.459
H  5.488  -2.425  3.432
H  5.522  -0.700  3.469
H  5.221  -1.552  1.936
O  3.092  6.804  1.335
C  3.188  6.746  0.083
N  3.928  7.663  -0.551
C  2.381  5.787  -0.808
H  4.515  8.165  0.099
H  4.105  7.665  -1.545
H  3.010  5.593  -1.676
H  1.425  6.227  -1.091
H  2.282  4.829  -0.295
O  2.235  1.207  1.219
C  3.265  1.053  0.529
N  3.495  -0.149  0.081
C  4.116  2.233  0.213
H  4.225  -0.284  -0.604
H  2.943  -0.833  0.579
H  4.215  3.024  0.957
H  3.776  2.684  -0.719
H  5.115  1.827  0.059
O  -0.402  -0.488  2.839
C  -0.885  -0.508  4.009
N  -0.985  -1.552  4.851
C  -1.450  0.741  4.546
H  -0.399  -2.306  4.520
H  -1.212  -1.478  5.832
H  -1.350  1.609  3.894
H  -1.108  1.134  5.504
H  -2.469  0.425  4.768
O  -7.480  0.222  1.719
C  -6.345  -0.244  1.542
N  -6.287  -1.513  1.104
C  -5.066  0.386  1.887
H  -7.130  -1.874  0.681
H  -5.469  -2.066  0.892
H  -4.975  0.221  2.961
H  -5.188  1.449  1.678
H  -4.167  -0.074  1.477
O  -7.635  3.562  -2.034
C  -6.412  3.461  -2.055
N  -5.780  2.452  -1.570
C  -5.540  4.515  -2.737
H  -4.772  2.502  -1.522
H  -6.298  1.668  -1.201
H  -5.547  4.499  -3.827
H  -4.496  4.491  -2.423
H  -5.899  5.487  -2.399
O  -2.845  -0.154  -0.699
C  -3.091  0.342  -1.819
N  -2.948  1.612  -2.013
C  -3.715  -0.551  -2.929
H  -2.477  2.213  -1.351
H  -3.250  2.020  -2.887
H  -2.874  -0.857  -3.552
H  -4.415  -0.066  -3.610
H  -3.905  -1.520  -2.469
O  0.314  2.121  -1.373
C  0.820  2.916  -2.161
N  2.070  2.739  -2.613
C  0.020  4.076  -2.744
H  2.443  3.473  -3.199
H  2.649  1.983  -2.278
H  0.198  4.883  -2.033
H  -1.054  3.902  -2.677
H  0.219  4.185  -3.810
O  -2.016  2.607  0.564
C  -1.605  3.650  0.969
N  -2.275  4.751  0.847
C  -0.227  3.746  1.497
H  -3.233  4.727  0.529
H  -1.919  5.630  1.196
H  -0.127  3.324  2.497
H  0.208  4.746  1.474
H  0.500  3.196  0.899
O  3.541  -5.243  -2.211
C  4.366  -4.319  -2.072
N  4.897  -3.759  -3.152
C  4.805  -3.693  -0.719
H  5.446  -2.917  -3.052
H  4.863  -4.233  -4.043
H  5.836  -3.412  -0.934
H  4.756  -4.341  0.156
H  4.222  -2.802  -0.485
O  3.967  2.007  3.873
C  2.983  2.757  4.165
N  2.988  3.963  3.629
C  1.732  2.198  4.819
H  3.856  4.206  3.174
H  2.235  4.636  3.617
H  1.744  1.108  4.801
H  0.803  2.540  4.364
H  1.776  2.505  5.864
O  -0.232  -1.062  -2.783
C  0.964  -1.142  -3.052
N  1.875  -1.465  -2.191
C  1.527  -0.899  -4.421
H  1.533  -1.965  -1.382
H  2.870  -1.320  -2.288
H  2.381  -0.223  -4.437
H  0.742  -0.475  -5.048
H  1.913  -1.851  -4.785
O  0.913  -2.627  0.147
C  0.609  -3.544  0.956
N  -0.449  -3.368  1.711
C  1.578  -4.704  1.087
H  -0.609  -4.078  2.410
H  -0.876  -2.454  1.661
H  2.520  -4.196  1.294
H  1.783  -5.274  0.181
H  1.367  -5.363  1.929

---

The lowest calculated total energy belongs to which entry?
C30H79N16O15